(1)
{"formula": "C44H73O29P", "method": "ωB97M-V/def2-TZVPD", "max_force_ev_per_a": 2.59, "mol_weight_g_mol": 1097.0, "de_lowest_kj_mol": 0.00, "smiles": "CCCCC[PH](CCCCCOC(C)=O)(CCCCOC)COC(C)=O.O=C1OCCO1.O=C1OCCO1.O=C1OCCO1.O=C1OCCO1.O=C1OCCO1.O=C1OCCO1.O=C1OCCO1.O=C1OCCO1", "orbital_gap_ev": 7.663, "species": ["C", "C", "C", "C", "C", "P", "C", "C", "C", "C", "C", "O", "C", "C", "O", "C", "C", "C", "C", "O", "C", "C", "O", "C", "C", "O", "H", "H", "H", "H", "H", "H", "H", "H", "H", "H", "H", "H", "H", "H", "H", "H", "H", "H", "H", "H", "H", "H", "H", "H", "H", "H", "H", "H", "H", "H", "H", "H", "H", "H", "H", "H", "H", "H", "H", "H", "H", "C", "C", "O", "C", "O", "O", "H", "H", "H", "H", "C", "C", "O", "C", "O", "O", "H", "H", "H", "H", "C", "C", "O", "C", "O", "O", "H", "H", "H", "H", "C", "C", "O", "C", "O", "O", "H", "H", "H", "H", "C", "C", "O", "C", "O", "O", "H", "H", "H", "H", "C", "C", "O", "C", "O", "O", "H", "H", "H", "H", "C", "C", "O", "C", "O", "O", "H", "H", "H", "H", "C", "C", "O", "C", "O", "O", "H", "H", "H", "H"], "coordinates": [[-0.64082, 5.41008, 0.58558], [-2.14302, 5.34242, 0.26547], [-2.67151, 3.94585, -0.07563], [-2.07746, 3.39969, -1.39517], [-2.35225, 1.88615, -1.50058], [-1.20227, 0.91655, -2.59703], [-0.75858, -0.88125, -2.21084], [-0.27018, -1.64275, -3.47676], [1.24394, -1.96410, -3.44993], [1.48874, -3.47674, -3.68175], [1.11338, -3.82948, -5.10975], [1.06420, -5.26415, -5.26270], [2.27340, -5.80082, -5.56742], [2.67793, -6.98698, -4.71147], [2.96359, -5.42091, -6.43671], [0.37701, 1.44361, -1.61329], [0.24480, 1.42186, -0.07905], [1.58031, 1.09857, 0.63288], [1.41536, 1.45096, 2.13623], [2.53117, 2.13758, 2.67496], [3.46471, 1.29500, 3.34055], [-2.56543, 0.38578, -3.84666], [-3.26760, -0.84673, -3.55118], [-4.35371, -0.70193, -2.78578], [-4.51297, -1.76208, -1.71085], [-5.16846, 0.14200, -2.91524], [-0.04752, 4.59417, 0.17173], [-0.22807, 6.34532, 0.21418], [-0.47140, 5.41546, 1.65779], [-2.66805, 5.66444, 1.16662], [-2.39827, 6.06775, -0.50655], [-2.30262, 3.27481, 0.70577], [-3.75926, 3.90483, -0.12211], [-1.02890, 3.68187, -1.38738], [-2.55461, 3.90611, -2.23396], [-2.48734, 1.44240, -0.51723], [-3.34228, 1.81283, -1.94983], [-0.61637, 1.64096, -3.70096], [-1.57152, -1.40522, -1.71167], [0.06268, -0.93094, -1.50554], [-0.84284, -2.56388, -3.56600], [-0.46340, -1.08678, -4.39268], [1.70851, -1.71888, -2.49262], [1.76020, -1.36037, -4.19823], [2.55155, -3.63981, -3.50549], [0.90634, -4.01553, -2.93668], [0.13475, -3.45813, -5.39712], [1.84625, -3.37059, -5.77399], [1.96779, -7.16009, -3.90838], [3.66177, -6.77975, -4.30620], [2.70058, -7.85123, -5.36935], [0.61090, 2.46153, -1.95007], [1.24497, 0.85737, -1.92774], [-0.04305, 2.42219, 0.23592], [-0.49714, 0.68962, 0.24373], [2.41562, 1.62484, 0.18351], [1.69024, 0.01510, 0.55930], [1.17502, 0.52454, 2.66699], [0.55598, 2.11333, 2.25417], [4.42475, 1.38856, 2.82996], [3.56046, 1.60862, 4.38041], [3.19043, 0.24052, 3.31108], [-3.28752, 1.17547, -4.06668], [-2.06514, 0.21159, -4.80118], [-4.31808, -1.37205, -0.71676], [-3.78465, -2.54833, -1.91188], [-5.49144, -2.21679, -1.83804], [-7.21878, -3.15796, 1.46056], [-7.51066, -4.16355, 0.37748], [-6.21691, -4.71159, 0.09844], [-5.44732, -4.52985, 1.20579], [-4.37516, -5.01370, 1.36650], [-6.06834, -3.71809, 2.10220], [-8.03922, -3.04503, 2.16505], [-6.95836, -2.17616, 1.06029], [-8.16832, -4.96677, 0.71466], [-7.93669, -3.70864, -0.51364], [4.90445, -2.99526, -1.67958], [6.06799, -2.35857, -2.39655], [5.61406, -1.01132, -2.59705], [4.66513, -0.75303, -1.65714], [4.20351, 0.31919, -1.43776], [4.31529, -1.88569, -0.99636], [5.21014, -3.76619, -0.97670], [4.16951, -3.41456, -2.36736], [6.97406, -2.33554, -1.78806], [6.28904, -2.84620, -3.34380], [2.60048, 5.81729, 5.37325], [1.81988, 4.53689, 5.21496], [0.53736, 5.00419, 4.77695], [0.71784, 6.21729, 4.20057], [-0.11307, 6.80187, 3.58146], [1.97719, 6.67682, 4.41448], [3.65901, 5.69679, 5.15534], [2.49160, 6.25745, 6.36700], [2.23604, 3.88535, 4.44593], [1.73151, 3.97816, 6.14551], [-2.14865, 4.38532, 8.48212], [-2.46123, 3.35386, 7.42531], [-1.16339, 2.82178, 7.12417], [-0.36928, 3.03568, 8.19434], [0.71817, 2.56800, 8.32872], [-0.96848, 3.85325, 9.09578], [-2.94771, 4.49981, 9.21063], [-1.91200, 5.36358, 8.05794], [-3.08344, 2.55845, 7.79478], [-2.91975, 3.78330, 6.53837], [-5.22432, -0.56467, 5.32014], [-3.89579, -0.69000, 6.02159], [-3.69797, 0.63303, 6.52958], [-4.91084, 1.22504, 6.64708], [-5.10388, 2.26820, 7.18873], [-5.87733, 0.47494, 6.05736], [-5.80588, -1.48296, 5.34959], [-5.11721, -0.24497, 4.28113], [-3.92621, -1.39063, 6.85753], [-3.08727, -0.97376, 5.35298], [6.86470, 0.21831, -5.67090], [7.60156, 1.48031, -5.29337], [8.68127, 0.98321, -4.49788], [8.89810, -0.30399, -4.84794], [9.83153, -0.95137, -4.49199], [7.90965, -0.76299, -5.66099], [6.39798, 0.28074, -6.65107], [6.11126, -0.06161, -4.93351], [8.01394, 2.00101, -6.15983], [6.98783, 2.17320, -4.72322], [9.82469, -4.98714, -5.96019], [9.30856, -3.88024, -5.07354], [8.01833, -4.36794, -4.69284], [8.03054, -5.72092, -4.80989], [7.16893, -6.43668, -4.41112], [9.15716, -6.14178, -5.43708], [10.90413, -5.10483, -5.90510], [9.53458, -4.85788, -7.00486], [9.91371, -3.74475, -4.17627], [9.22482, -2.93097, -5.58562], [-9.09407, 1.73331, 4.00366], [-7.94021, 1.12006, 3.25081], [-8.43614, -0.17329, 2.90887], [-9.79553, -0.10682, 2.90245], [-10.50467, -0.96802, 2.49544], [-10.22322, 1.07216, 3.42035], [-9.16224, 2.81019, 3.87182], [-9.06423, 1.50858, 5.07144], [-7.70477, 1.66152, 2.33190], [-7.04061, 1.04372, 3.85550]], "mulliken_charge": [-0.643, -0.862, -0.642, -1.020, -1.101, 0.865, -1.173, -0.778, -0.350, -0.259, -0.606, -0.406, 0.688, -0.915, -0.521, -2.050, 0.555, -0.255, -0.800, -0.403, -0.794, -1.403, -0.334, 0.646, -0.866, -0.549, 0.243, 0.427, -0.107, 0.432, 0.385, 0.297, 0.449, 0.459, 0.519, 0.560, 0.793, -0.421, 0.385, 0.803, 0.608, 0.317, -0.011, 0.381, -0.334, 0.365, 0.356, 0.367, 0.309, 0.231, 0.341, 0.794, 0.578, -0.471, 0.386, 0.393, 0.132, 0.463, 0.322, 0.270, 0.263, 0.354, 0.673, 0.587, 0.280, 0.356, 0.243, -0.063, -0.361, -0.340, 0.650, -0.542, -0.325, 0.229, 0.168, 0.307, 0.300, 0.566, -0.275, -0.297, 0.617, -0.487, -0.346, 0.359, -0.486, 0.239, 0.231, -0.489, 0.440, -0.269, 0.618, -0.553, -0.358, 0.349, 0.279, -0.247, 0.234, -0.389, -0.027, -0.272, 0.647, -0.579, -0.363, 0.312, 0.249, 0.077, 0.372, -0.315, -0.399, -0.295, 0.743, -0.544, -0.338, 0.316, 0.234, 0.281, 0.315, 0.047, -0.414, -0.359, 0.720, -0.526, -0.311, 0.324, -0.049, 0.277, 0.327, -0.437, -0.004, -0.148, 0.551, -0.531, -0.341, 0.323, 0.275, 0.222, 0.089, -0.343, 0.073, -0.198, 0.625, -0.516, -0.359, 0.322, 0.249, 0.256, -0.117]}

(2)
{"formula": "C32H50ClO3PPr", "method": "ωB97M-V/def2-TZVPD", "max_force_ev_per_a": 12.48, "mol_weight_g_mol": 690.1, "spin_multiplicity": 3, "de_lowest_kj_mol": 219.00, "orbital_gap_ev": [5.203, 5.333], "charge": -1, "species": ["Pr", "Cl", "P", "C", "H", "H", "C", "C", "C", "H", "C", "H", "H", "C", "H", "H", "C", "H", "H", "C", "H", "H", "H", "H", "C", "C", "H", "C", "H", "H", "C", "H", "H", "C", "H", "H", "C", "H", "H", "H", "H", "C", "H", "C", "H", "H", "C", "H", "H", "C", "H", "H", "C", "H", "H", "H", "H", "C", "C", "H", "C", "H", "C", "H", "H", "C", "H", "H", "C", "H", "H", "H", "H", "O", "C", "C", "C", "C", "C", "C", "C", "O", "O", "H", "H", "H", "H", "H"], "coordinates": [[-0.46218, 0.14541, 1.07627], [-0.39551, -1.49032, 2.68763], [0.51354, -0.85908, -0.64110], [-3.06331, 0.05667, 3.16729], [-3.59489, 0.10920, 2.22129], [-3.38929, -0.70723, 3.87103], [1.29934, 0.33148, -1.85369], [-0.65154, -2.01662, -1.51324], [0.30355, 1.10201, -2.73722], [1.76984, 1.06617, -1.17967], [1.02417, 2.20429, -3.52557], [-0.18700, 0.40506, -3.42719], [-0.49040, 1.53414, -2.12582], [2.17215, 1.64678, -4.37434], [0.30134, 2.73224, -4.15838], [1.42511, 2.94397, -2.81649], [3.14327, 0.83607, -3.50949], [1.75872, 0.99410, -5.15637], [2.70240, 2.45933, -4.88518], [2.40662, -0.27049, -2.74023], [3.93127, 0.39072, -4.12899], [3.64113, 1.50275, -2.79066], [1.94137, -0.95296, -3.46207], [3.11780, -0.85609, -2.15392], [1.94670, -1.90005, -0.02721], [-0.24632, -2.54003, -2.90773], [-0.63662, -2.87628, -0.82403], [-1.17932, -3.69179, -3.31216], [-0.34202, -1.73597, -3.64312], [0.79472, -2.87113, -2.92737], [-2.64166, -3.22860, -3.33923], [-0.88347, -4.07915, -4.29467], [-1.06598, -4.51663, -2.59480], [-3.05405, -2.60998, -1.99760], [-2.76238, -2.47842, -4.13404], [-3.30171, -4.06699, -3.59166], [-2.09719, -1.48907, -1.56749], [-4.07695, -2.21998, -2.05550], [-3.05441, -3.38827, -1.22159], [-2.14851, -0.66432, -2.29152], [-2.39861, -1.07982, -0.60007], [3.25120, -1.20155, 0.40121], [1.50419, -2.32996, 0.88265], [4.15999, -2.20985, 1.12457], [3.77459, -0.80812, -0.47966], [3.04951, -0.35453, 1.06467], [4.46769, -3.42792, 0.24532], [5.08860, -1.71346, 1.43194], [3.65483, -2.54384, 2.04177], [3.17696, -4.09082, -0.24947], [5.06570, -3.10447, -0.61932], [5.07806, -4.14894, 0.80216], [2.27072, -3.08028, -0.96499], [3.41070, -4.91946, -0.92860], [2.63312, -4.51864, 0.60195], [2.78606, -2.70834, -1.85844], [1.35074, -3.57096, -1.28900], [0.99044, 1.19645, 1.37588], [-2.05638, 0.88324, 3.45443], [1.91710, 1.17787, 0.78268], [-1.27233, 0.87292, 4.73126], [-1.75170, 1.63203, 2.72263], [-0.19042, 1.96595, 4.78029], [-1.94994, 0.98549, 5.58814], [-0.77356, -0.10259, 4.82310], [1.03076, 1.66178, 3.90091], [-0.63140, 2.92398, 4.47523], [0.14034, 2.08652, 5.81931], [0.95512, 2.22876, 2.46504], [1.92647, 2.08347, 4.37269], [1.18598, 0.57499, 3.84945], [0.06755, 2.86798, 2.36515], [1.82588, 2.88686, 2.30564], [-4.23259, 1.67213, 0.45041], [-3.85168, 2.61877, 1.33486], [-4.67357, 2.87262, 2.44425], [-4.32677, 3.85730, 3.37281], [-3.16616, 4.60991, 3.19083], [-2.34701, 4.37549, 2.08490], [-2.66478, 3.36628, 1.16144], [-1.76387, 3.15790, 0.01805], [-1.58183, 4.16795, -0.80054], [-0.98172, 2.09822, -0.13706], [-3.72545, 1.45008, -0.33994], [-5.58334, 2.30315, 2.58898], [-4.96046, 4.04221, 4.23130], [-2.89891, 5.37553, 3.90768], [-1.44814, 4.96682, 1.95936]], "mulliken_charge": [-0.632, -0.469, 0.103, -1.244, 0.236, 0.254, 0.629, -0.263, -0.296, 0.662, -0.757, 0.198, -0.335, -0.866, 0.410, 0.380, -1.038, 0.307, 0.430, -0.454, 0.419, 0.374, 0.154, -0.066, -0.587, -0.907, 0.874, -1.033, 0.272, 0.442, -0.709, 0.388, 0.389, -0.928, 0.330, 0.434, 0.187, 0.409, 0.370, 0.161, -0.040, 0.035, 1.211, -0.980, 0.157, 0.008, -0.721, 0.442, 0.341, -1.170, 0.321, 0.401, -0.425, 0.416, 0.387, 0.110, 0.241, 0.730, 1.689, 0.335, -0.839, -0.883, -0.917, 0.489, 0.236, -0.543, 0.268, 0.470, -0.794, 0.462, 0.292, -0.505, 0.526, -0.714, 0.874, -0.296, -0.424, -0.683, -0.536, 0.444, -0.435, -0.787, -0.333, 0.367, 0.434, 0.360, 0.415, 0.338]}